Record 1
11
Properties=species:S:1:pos:R:3:forces:R:3:lowdin_charge:R:1 method="wB97M-V/def2-TZVPD" smiles="[H]/N=C/C(=O)SC" e_tot_ha=-645.429863 homo_energy_ev=-9.30 e_above_lowest_kj_mol=214.80
H 3.7463 0.0575 0.4181 3.476 -1.853 0.936 0.01
N 2.8892 0.3313 0.1424 -3.282 2.440 -1.083 0.14
C 1.9300 -0.4264 0.0008 -3.102 0.311 -0.045 -0.19
C 0.3879 0.2857 -0.2402 2.507 0.882 -0.048 -0.70
O 0.2744 1.4663 -0.4906 -0.227 -1.716 0.356 0.01
S -0.8363 -0.9276 0.0582 -0.716 -0.494 0.332 0.90
C -2.4488 0.0223 -0.0135 3.435 -0.746 0.085 -0.28
H 1.8265 -1.5096 0.1407 0.420 -0.023 -0.029 0.08
H -2.7888 -0.1723 -0.9791 -1.362 -0.078 -1.079 0.02
H -1.9882 0.9491 0.0958 0.210 2.278 -0.482 -0.01
H -2.9922 -0.0764 0.8674 -1.359 -1.002 1.056 0.02

=====

Record 2
9
Properties=species:S:1:pos:R:3:forces:R:3:lowdin_charge:R:1 method="wB97M-V/def2-TZVPD" smiles="N=C=C=O.C#C" e_tot_ha=-284.008725 homo_energy_ev=-8.20 e_above_lowest_kj_mol=431.58
N -0.4005 1.6603 -1.3534 1.725 0.658 -2.031 0.12
C -1.1189 1.0179 -0.6087 0.328 0.288 0.041 -0.18
C -1.5401 -0.0006 0.1026 -1.406 -0.875 0.324 -0.25
O -2.3096 -0.5558 0.8012 0.401 0.059 -0.064 0.12
H 0.4188 1.2612 -1.9388 -1.569 0.075 1.542 0.11
C 1.6683 -0.8179 0.3529 0.925 0.422 -0.813 0.02
C 0.6703 -0.8636 1.0140 0.479 -0.517 1.287 -0.04
H 2.5616 -0.6772 -0.2522 -0.797 -0.220 0.390 0.04
H 0.0500 -1.0242 1.8824 -0.087 0.110 -0.676 0.05

=====

Record 3
14
Properties=species:S:1:pos:R:3:forces:R:3:lowdin_charge:R:1 method="wB97M-V/def2-TZVPD" total_charge=+1 multiplicity=8 e_tot_ha=-1083.428457 homo_energy_ev="-8.02 / -11.76"
Sm 1.8493 1.4656 -1.7389 -0.231 -0.009 -0.137 1.12
O 1.6085 1.6918 0.8013 -0.039 -0.773 0.608 -0.21
C 1.8981 1.0047 1.7686 0.684 0.976 -0.424 -0.06
H 2.5868 0.1441 1.6722 -0.426 -0.002 -0.008 0.10
H 1.6207 1.3362 2.7835 -0.224 -0.232 -0.198 0.11
C -0.2448 -1.4849 -0.1196 0.915 -0.562 0.725 -0.23
O -1.1662 -0.3344 -0.1222 0.035 -0.082 1.271 -0.14
C -1.4032 0.3120 -1.2139 0.991 -0.262 -0.678 -0.66
O -0.5634 0.9145 -1.8866 -0.504 -0.466 0.332 -0.12
O -2.6606 0.1749 -1.5728 -0.918 1.456 -1.144 0.19
Li -0.4929 -2.3963 1.7497 -0.006 0.034 -0.360 0.77
H -0.5471 -2.2093 -0.9023 0.029 0.643 0.080 0.03
H 0.7593 -1.0883 -0.3580 -0.175 -0.211 -0.159 -0.05
H -3.2446 0.4694 -0.8609 -0.132 -0.510 0.093 0.15

=====

Record 4
21
Properties=species:S:1:pos:R:3:forces:R:3:lowdin_charge:R:1 method="wB97M-V/def2-TZVPD" total_charge=+1 multiplicity=9 e_tot_ha=-1133.326259 homo_energy_ev="-11.23 / -13.35" e_above_lowest_kj_mol=213.83
H -2.4196 -0.3402 -4.1416 -0.002 0.021 0.006 0.04
C -4.8594 4.0690 -1.7446 -1.542 0.108 0.853 -0.28
O -3.9455 4.2025 -2.7874 -7.351 3.992 0.030 -0.44
C -4.1574 3.9725 -0.3937 0.082 0.114 0.236 -0.17
O -3.1010 2.9997 -0.5351 -0.509 0.337 -0.065 -0.32
C -2.2858 2.8200 0.6183 -0.900 -0.460 0.163 -0.15
C -1.2822 1.7348 0.3068 0.621 -0.872 0.269 -0.23
O -0.0320 2.3501 0.1394 -0.110 0.114 0.041 -0.20
C 1.0539 1.4490 0.0989 0.000 -0.540 -0.103 -0.09
Eu -2.3597 3.3546 -2.7566 8.793 -4.294 -1.009 1.46
H -5.4885 3.1659 -1.8741 0.240 0.330 -0.093 0.13
H -5.5477 4.9319 -1.6854 0.198 -0.302 -0.122 0.13
H -4.8309 3.6345 0.4061 0.010 0.225 -0.222 0.14
H -3.7038 4.9367 -0.1135 -0.125 -0.169 -0.001 0.14
H -2.9210 2.5053 1.4578 -0.052 0.003 -0.249 0.14
H -1.8521 3.7820 0.9301 0.384 -0.386 -0.289 0.15
H -1.3738 1.0149 -0.5254 -1.093 0.853 -0.797 0.12
H -1.4075 0.9423 1.0578 0.976 0.514 0.953 0.13
H 1.8648 1.9712 -0.4214 0.129 -0.129 0.830 0.10
H 1.2142 1.0734 1.1219 0.668 0.347 -0.338 0.11
H 0.8712 0.5469 -0.5071 -0.417 0.192 -0.094 0.09

=====

Record 5
75
Properties=species:S:1:pos:R:3:forces:R:3:lowdin_charge:R:1 method="wB97M-V/def2-TZVPD" total_charge=+4 multiplicity=6 e_tot_ha=-2164.161747 homo_energy_ev="-17.99 / -17.88" e_above_lowest_kj_mol=79.41
Pd -0.3065 -2.3684 -1.1719 -0.401 -0.589 0.137 1.16
C -2.5050 -5.3310 1.0792 0.041 -0.007 0.042 0.00
C -1.3613 -4.5414 0.9301 0.151 0.055 0.134 -0.08
N -1.2728 -4.0868 -0.3103 -0.126 0.158 -0.010 -0.05
N -2.3460 -4.5456 -0.9856 -0.148 -0.363 -0.164 0.01
C -3.1049 -5.3054 -0.1519 -0.012 0.099 -0.112 -0.03
B -2.4819 -4.2610 -2.4802 0.164 0.058 0.162 -0.60
N -1.1485 -4.4363 -3.2231 -0.208 0.182 -0.146 0.01
C -0.8584 -5.0713 -4.3970 -0.196 -0.046 0.170 -0.04
C 0.4739 -4.9337 -4.6607 0.095 0.060 -0.045 0.00
C 0.9594 -4.1496 -3.6080 0.124 0.116 -0.039 -0.09
N -0.0108 -3.8445 -2.7648 0.399 -0.040 0.076 -0.06
N -2.9533 -2.7482 -2.6458 0.266 -0.370 -0.021 0.10
C -4.0944 -2.1447 -2.8408 0.029 0.537 0.111 0.04
C -3.8249 -0.7494 -2.9719 0.139 0.030 0.048 0.14
C -2.3875 -0.6573 -2.8454 -0.589 0.279 0.055 -0.07
N -1.8987 -1.8219 -2.5907 -0.051 -0.403 -0.186 0.02
N -3.5250 -5.2720 -3.0608 0.009 0.582 0.174 0.06
C -3.3449 -6.5436 -3.1882 -0.442 -0.516 -0.202 0.03
C -4.6154 -7.1149 -3.6208 0.259 -0.152 0.162 0.17
C -5.4901 -5.9941 -3.6910 0.102 0.333 0.053 -0.04
N -4.8734 -4.8986 -3.3503 0.078 -0.439 -0.119 0.17
H -2.8387 -5.8520 1.9598 0.013 0.024 -0.004 0.12
H -0.6045 -4.2994 1.6595 -0.036 0.027 -0.009 0.13
H -4.0280 -5.7651 -0.4689 0.060 0.011 -0.041 0.13
H -1.6086 -5.5807 -4.9783 -0.031 0.022 0.038 0.13
H 1.0212 -5.3287 -5.4993 -0.009 0.006 0.025 0.12
H 1.9624 -3.7881 -3.4428 -0.030 -0.019 0.020 0.13
H -5.0304 -2.6778 -2.8991 0.088 0.101 -0.027 0.13
H -4.5305 0.0427 -3.1650 0.036 -0.017 0.037 0.14
H -1.7587 0.2127 -2.9160 -0.051 0.110 0.045 0.15
H -2.4046 -7.0367 -2.9768 -0.062 -0.006 -0.022 0.17
H -4.8426 -8.1598 -3.7858 0.065 0.056 -0.052 0.15
H -6.5339 -5.9793 -3.9698 0.017 -0.006 0.012 0.15
C -1.0066 3.7077 3.9458 0.011 -0.047 -0.019 -0.04
C -1.1415 3.9590 2.4529 -0.011 -0.058 -0.076 -0.15
N -0.5901 2.8515 1.6269 0.015 -0.153 0.036 -0.01
C -1.4421 1.9433 1.0954 0.079 0.094 0.026 0.08
C -1.0808 0.7976 0.4421 -0.067 0.139 0.044 -0.02
C -2.1501 -0.1458 -0.0505 -0.784 0.280 -0.420 -0.59
O -3.1614 0.3578 -0.6133 0.640 -0.174 0.107 0.07
O -1.9369 -1.3663 0.0974 0.229 -0.175 0.107 -0.05
C 0.2904 0.5090 0.2218 0.040 -0.039 0.052 -0.28
O 0.7519 -0.4660 -0.3993 0.201 0.100 -0.174 -0.04
C 1.2358 1.5112 0.7716 0.045 -0.063 -0.054 0.03
C 2.6055 1.3252 0.5701 -0.197 -0.193 -0.099 0.11
C 3.5038 2.2173 1.0530 0.026 0.233 0.134 -0.14
F 4.7913 1.9945 0.8571 0.006 0.034 -0.014 0.14
C 3.0881 3.3809 1.8161 -0.149 0.116 0.068 -0.06
C 1.6842 3.5612 1.9866 0.300 -0.028 0.020 0.10
C 0.7703 2.6577 1.4854 -0.164 0.068 -0.022 -0.10
N 3.9815 4.2416 2.3521 0.112 0.014 0.026 0.03
C 5.4238 4.2864 1.9742 -0.113 0.064 0.053 -0.06
C 6.2236 5.2534 2.8310 -0.078 0.021 0.030 -0.06
N 5.6364 6.6446 2.8420 -0.019 -0.057 -0.002 0.10
C 4.1193 6.6353 2.9269 0.032 -0.079 -0.030 -0.04
C 3.6158 5.2624 3.3504 0.140 0.001 -0.097 -0.07
H -1.4517 4.5378 4.4948 0.015 -0.017 -0.030 0.10
H 0.0332 3.6080 4.2634 -0.035 -0.006 0.006 0.07
H -1.5351 2.7983 4.2322 0.017 0.017 0.008 0.10
H -0.6739 4.8911 2.1365 0.022 0.006 -0.030 0.12
H -2.1893 4.0405 2.1770 -0.031 0.029 -0.017 0.13
H -2.4959 2.1670 1.2142 0.009 0.001 0.034 0.17
H 2.9538 0.4551 0.0275 -0.027 0.018 0.003 0.16
H 1.3159 4.4426 2.4819 -0.004 -0.065 0.009 0.10
H 5.4965 4.5272 0.9121 -0.012 0.052 -0.018 0.16
H 5.8866 3.3159 2.1125 0.009 -0.108 0.036 0.15
H 7.2390 5.3133 2.4449 0.021 0.010 -0.013 0.16
H 6.2837 4.9226 3.8649 -0.016 -0.001 0.025 0.15
H 5.9311 7.1601 2.0092 -0.005 0.009 -0.029 0.20
H 6.0317 7.1609 3.6324 0.014 0.010 0.018 0.20
H 3.7379 6.9056 1.9451 -0.019 0.011 -0.026 0.15
H 3.8063 7.3935 3.6398 0.012 0.022 0.033 0.15
H 2.5458 5.3140 3.4981 -0.007 0.040 -0.027 0.12
H 4.0396 4.9585 4.3103 0.001 -0.002 0.020 0.16

=====

Record 6
82
Properties=species:S:1:pos:R:3:forces:R:3:lowdin_charge:R:1 method="wB97M-V/def2-TZVPD" multiplicity=2 e_tot_ha=-2678.515193 homo_energy_ev="-6.84 / -6.82" e_above_lowest_kj_mol=0.00
Ru 1.1233 0.0763 -0.7583 0.015 -0.257 0.261 1.43
C 0.4381 3.0541 -3.6280 0.039 -0.097 -0.046 -0.08
N 0.2087 2.9404 -2.1975 -0.102 0.128 -0.024 -0.21
C 0.7151 4.1068 -1.4874 -0.005 0.006 -0.075 -0.08
C -1.1625 2.6332 -1.9093 0.077 -0.034 0.035 -0.20
C -2.1197 3.6433 -1.8616 0.060 0.033 0.138 -0.03
C -3.4456 3.3849 -1.5609 0.004 -0.058 -0.002 -0.09
C -3.8253 2.0762 -1.2998 -0.040 0.037 0.021 -0.09
C -2.8931 1.0592 -1.3780 0.057 -0.060 -0.008 -0.06
C -1.5514 1.2956 -1.7164 -0.163 0.018 -0.081 -0.22
N -0.6381 0.2395 -1.8587 0.333 0.218 0.127 -0.07
C -1.0305 -0.9234 -2.4701 -0.005 -0.085 -0.011 -0.26
C -2.1067 -1.0280 -3.3768 -0.059 -0.004 -0.019 -0.03
C -2.4766 -2.2432 -3.9168 -0.027 0.040 -0.029 -0.09
C -1.7934 -3.4128 -3.6016 0.031 -0.021 0.032 -0.10
C -0.6960 -3.3262 -2.7615 0.014 -0.024 -0.065 -0.04
C -0.3129 -2.1104 -2.2197 0.040 0.172 -0.010 -0.21
N 0.9146 -1.9859 -1.4265 0.028 -0.082 -0.117 -0.28
C 0.9520 -2.9287 -0.2780 -0.115 0.017 -0.005 -0.07
C 2.0897 -2.3445 -2.2640 -0.020 -0.048 0.094 -0.07
H -0.0823 3.9167 -4.0731 -0.004 -0.003 0.012 0.09
H 0.0882 2.1491 -4.1286 0.001 0.005 0.012 0.09
H 1.5089 3.1655 -3.8195 -0.022 0.018 0.003 0.08
H 0.2399 5.0492 -1.7948 0.015 0.010 -0.012 0.08
H 1.7841 4.2035 -1.6888 -0.007 0.001 -0.008 0.08
H 0.5826 3.9729 -0.4155 -0.031 -0.005 0.014 0.09
H -1.8084 4.6610 -2.0608 -0.013 0.003 0.018 0.11
H -4.1680 4.1897 -1.5289 0.007 0.002 0.013 0.10
H -4.8492 1.8431 -1.0339 0.009 0.005 -0.014 0.10
H -3.2133 0.0401 -1.1961 0.006 0.013 -0.027 0.11
H -2.6532 -0.1346 -3.6475 0.004 -0.014 0.019 0.11
H -3.3141 -2.2769 -4.6032 0.004 -0.003 0.008 0.10
H -2.0973 -4.3647 -4.0144 0.007 0.002 -0.001 0.10
H -0.1251 -4.2182 -2.5319 -0.005 0.008 -0.006 0.11
H 1.0054 -3.9552 -0.6448 0.024 -0.011 0.003 0.09
H 0.0571 -2.8314 0.3253 -0.030 0.015 0.006 0.08
H 1.8349 -2.6975 0.3132 -0.011 0.005 0.009 0.08
H 2.0871 -3.4187 -2.4613 0.021 -0.016 0.012 0.09
H 2.9924 -2.0656 -1.7239 0.000 0.014 -0.009 0.08
H 2.0334 -1.8344 -3.2146 0.009 0.041 -0.045 0.06
I 3.2369 3.7153 2.1721 -0.015 0.000 -0.010 0.92
C 3.7201 3.0600 0.2616 0.004 -0.079 -0.017 -0.65
C 4.8616 3.5608 -0.3864 0.031 0.093 0.082 -0.22
C 5.1712 3.1961 -1.6658 -0.008 -0.010 -0.079 -0.67
I 6.8577 4.0327 -2.5715 -0.010 -0.008 0.020 0.91
C 4.3425 2.2807 -2.3663 -0.061 -0.012 0.061 -0.21
C 4.5081 1.8924 -3.7129 0.022 0.034 -0.035 -0.04
C 3.5863 1.0758 -4.2992 -0.009 -0.013 -0.064 -0.03
C 2.5263 0.5700 -3.5323 -0.142 -0.005 0.019 -0.14
N 2.3858 0.8372 -2.2569 0.174 -0.162 0.042 0.02
C 3.2392 1.7343 -1.6787 0.079 0.113 -0.027 -0.15
C 2.8812 2.1537 -0.3572 0.021 0.061 -0.048 -0.46
O 1.7675 1.7230 0.1626 -0.278 0.060 -0.029 -0.26
H 5.4892 4.2677 0.1398 -0.002 -0.016 -0.002 0.08
H 5.3462 2.2755 -4.2795 0.003 -0.004 0.007 0.06
H 3.6638 0.7999 -5.3414 -0.011 0.006 0.001 0.11
H 1.7639 -0.0510 -3.9809 0.012 -0.072 -0.015 0.11
F 2.7350 -0.6984 0.1364 -0.231 0.114 -0.062 -0.47
N -1.1005 -1.6545 5.8259 0.051 0.021 -0.017 0.17
C -1.9304 -2.2739 6.7347 -0.038 -0.013 -0.044 -0.19
C -1.8622 -2.4388 8.1145 -0.004 -0.009 0.020 -0.02
C -2.8998 -3.1331 8.7040 0.027 0.017 0.010 -0.09
C -3.9676 -3.6456 7.9485 -0.016 -0.006 -0.028 -0.09
C -4.0277 -3.4770 6.5808 -0.006 -0.007 0.012 -0.01
C -2.9893 -2.7771 5.9657 0.022 0.010 0.035 -0.22
N -2.7999 -2.4646 4.6327 0.001 0.003 -0.053 0.18
C -1.6769 -1.8030 4.5901 -0.053 -0.022 0.071 -0.28
C -1.0836 -1.2715 3.3584 0.009 0.010 0.026 -0.12
C 0.1638 -0.6624 3.3266 0.007 0.045 0.013 0.02
C 0.6671 -0.2020 2.1246 0.020 0.133 0.028 -0.09
N -0.0058 -0.3226 0.9768 0.403 -0.389 -0.089 -0.04
C -1.2129 -0.8992 1.0044 -0.151 0.237 -0.011 -0.11
C -1.7868 -1.3765 2.1625 -0.039 0.026 -0.057 0.02
H -0.2502 -1.1638 6.0340 -0.001 0.004 0.002 0.15
H -1.0411 -2.0464 8.7002 -0.007 -0.002 -0.004 0.11
H -2.8916 -3.2869 9.7751 0.002 0.000 -0.006 0.10
H -4.7573 -4.1834 8.4565 0.003 0.003 -0.005 0.10
H -4.8468 -3.8687 5.9927 0.005 0.003 0.006 0.11
H 0.7752 -0.5472 4.2114 -0.011 0.006 0.002 0.11
H 1.6337 0.2759 2.0511 0.025 -0.074 0.002 0.10
H -1.7219 -0.9648 0.0537 0.026 -0.082 0.000 0.10
H -2.7631 -1.8383 2.1458 -0.001 -0.001 0.013 0.12